# 1
{"formula": "C30H24N6O3SrTe", "method": "the ωB97M-V functional and the def2-TZVPD basis", "multiplicity": 1, "homo_ha": [0.0063, 0.0064], "charge": -2, "relative_energy_ev": 0.000, "elements": ["Sr", "C", "C", "N", "N", "C", "O", "C", "C", "C", "C", "C", "C", "C", "C", "C", "C", "C", "N", "H", "H", "H", "H", "H", "H", "H", "H", "H", "H", "H", "H", "C", "O", "C", "C", "C", "C", "C", "C", "N", "N", "C", "C", "C", "C", "O", "C", "N", "C", "C", "C", "C", "H", "H", "H", "H", "H", "H", "H", "H", "H", "H", "H", "H", "Te"], "coordinates": [[0.28273, 0.24924, 2.37986], [-1.29554, -0.58026, 6.40947], [-0.27008, -0.69290, 5.32267], [-0.41354, -1.38720, 4.25144], [-1.62042, -2.03812, 4.07698], [-1.97267, -2.05476, 2.81506], [-1.39985, -1.47759, 1.83012], [-3.21249, -2.85558, 2.51574], [-3.92466, -3.51777, 3.51470], [-5.06143, -4.24688, 3.20348], [-5.50667, -4.32655, 1.88788], [-4.80375, -3.66703, 0.88983], [-3.66563, -2.93535, 1.20362], [1.09425, -0.12326, 5.53970], [1.53102, 0.21682, 6.83018], [2.82935, 0.62570, 7.02279], [3.69482, 0.68736, 5.93643], [3.19759, 0.29870, 4.70573], [1.95359, -0.11765, 4.50476], [-2.27592, -0.48423, 5.95172], [-1.12281, 0.29571, 7.02599], [-1.28918, -1.49433, 7.01820], [-3.56685, -3.43849, 4.53234], [-5.60865, -4.75305, 3.99099], [-6.39801, -4.89421, 1.64554], [-5.14651, -3.71787, -0.13748], [-3.10367, -2.40514, 0.44621], [0.83679, 0.18694, 7.65509], [3.16544, 0.91099, 8.01325], [4.71877, 1.02262, 6.03232], [3.83191, 0.33481, 3.82488], [3.17959, -1.73848, -8.48949], [2.04950, -1.68998, -7.65423], [1.74698, -0.47235, -7.09117], [0.64923, -0.45735, -6.23025], [0.26507, 0.71269, -5.61377], [0.96744, 1.90199, -5.84192], [2.03690, 1.88270, -6.71819], [2.44315, 0.69879, -7.33695], [0.48510, 3.15103, -5.34546], [0.31274, 3.36604, -4.12030], [0.73792, 2.56938, -3.06946], [1.80840, 1.66988, -3.06629], [2.23020, 1.01019, -1.93462], [1.59023, 1.17135, -0.67304], [1.93987, 0.55833, 0.36473], [0.47167, 2.13182, -0.65012], [-0.14172, 2.28204, 0.54211], [-1.11674, 3.15176, 0.66400], [-1.55387, 3.92246, -0.43014], [-0.97276, 3.74857, -1.65734], [0.08412, 2.82251, -1.80985], [3.27586, -2.77143, -8.81678], [4.08826, -1.44451, -7.95450], [3.06191, -1.09319, -9.36652], [0.11513, -1.38213, -6.05321], [-0.57471, 0.72135, -4.93050], [2.56750, 2.80540, -6.91844], [3.29306, 0.71978, -8.00461], [2.36379, 1.50704, -3.97971], [3.07962, 0.33957, -1.97432], [-1.54788, 3.24288, 1.65903], [-2.35516, 4.63714, -0.29040], [-1.29761, 4.31097, -2.52219], [-0.76070, 2.39305, 4.47440]]}

***

# 2
{"formula": "C30H24N9O2SSeTi", "method": "the ωB97M-V functional and the def2-TZVPD basis", "multiplicity": 1, "homo_ha": [-0.0933, -0.0916], "charge": -1, "relative_energy_ev": 2.022, "elements": ["Ti", "C", "N", "C", "C", "C", "C", "C", "N", "C", "C", "C", "C", "C", "C", "H", "H", "H", "H", "H", "H", "H", "H", "H", "H", "H", "Se", "N", "C", "C", "C", "C", "C", "N", "C", "C", "N", "C", "C", "C", "C", "C", "N", "H", "H", "H", "H", "H", "H", "S", "C", "C", "C", "C", "C", "N", "H", "H", "H", "H", "N", "N", "C", "O", "O", "H", "H", "H"], "coordinates": [[-0.49362, -0.64693, -0.49931], [-2.92652, 2.66647, 2.38959], [-2.40992, 1.42167, 1.88009], [-2.14702, 0.49707, 2.73289], [-1.67932, -0.80863, 2.44559], [-1.68372, -1.83903, 3.40079], [-1.33372, -3.00413, 2.73589], [-1.10652, -2.64023, 1.41299], [-1.29892, -1.32213, 1.22689], [-1.92642, 3.53317, 3.13049], [-0.64292, 3.09287, 3.41499], [0.23778, 3.90277, 4.11189], [-0.15472, 5.15987, 4.53539], [-1.43632, 5.60647, 4.25629], [-2.31662, 4.79847, 3.56059], [-3.76602, 2.47387, 3.08339], [-3.32592, 3.23707, 1.54359], [-2.34542, 0.66667, 3.80409], [-1.93762, -1.72513, 4.43879], [-1.23652, -3.99013, 3.15009], [-0.83692, -3.29263, 0.58969], [-0.31772, 2.12347, 3.07109], [1.23788, 3.54907, 4.31609], [0.53358, 5.79907, 5.07069], [-1.74732, 6.59117, 4.57569], [-3.31722, 5.15057, 3.34579], [3.00578, -6.23673, -3.90361], [2.04308, -4.84833, -4.51001], [1.78698, -4.04643, -3.48301], [1.04758, -2.82603, -3.60581], [0.52098, -2.34293, -4.80091], [-0.13252, -1.11833, -4.79861], [-0.27562, -0.41393, -3.60791], [0.16508, -0.85953, -2.43801], [0.82658, -2.05993, -2.42381], [1.33678, -2.49083, -1.17941], [1.07718, -1.68873, -0.10181], [1.67188, -1.95513, 1.06129], [2.48318, -3.06413, 1.24889], [2.68988, -3.94983, 0.19869], [2.13098, -3.66483, -1.05071], [2.32808, -4.45893, -2.22061], [3.01268, -5.59883, -2.22781], [0.63178, -2.92053, -5.70491], [-0.53962, -0.71413, -5.71281], [-0.77562, 0.55207, -3.59781], [1.47078, -1.25183, 1.86699], [2.93788, -3.23123, 2.21279], [3.28478, -4.84123, 0.31909], [0.57148, 1.34547, 0.62209], [1.62588, 1.64937, -0.70781], [1.97668, 2.95917, -1.07421], [2.81338, 3.14217, -2.15121], [3.32638, 2.02497, -2.80431], [2.94678, 0.77317, -2.35051], [2.10528, 0.57997, -1.35061], [1.57608, 3.78877, -0.51281], [3.06588, 4.13857, -2.49071], [4.00708, 2.12537, -3.63381], [3.33578, -0.12853, -2.80751], [-1.94982, 0.89797, -0.78551], [-2.99002, 0.34687, -1.57261], [-3.03492, -1.06833, -1.67101], [-4.04742, -1.57123, -2.12351], [-1.96412, -1.65173, -1.31521], [-2.21772, 1.12217, 0.22119], [-1.59602, 1.75647, -1.22771], [-3.90132, 0.79897, -1.52861]]}

***

# 3
{"formula": "C30H25Br2F5Pd", "method": "the ωB97M-V functional and the def2-TZVPD basis", "s_squared": 3.759, "multiplicity": 4, "homo_ha": [0.0158, -0.1896], "charge": -1, "elements": ["Pd", "Br", "Br", "F", "C", "C", "C", "C", "C", "C", "H", "H", "H", "H", "H", "F", "C", "C", "C", "C", "C", "C", "H", "H", "H", "H", "H", "F", "C", "C", "C", "C", "C", "C", "H", "H", "H", "H", "H", "F", "C", "C", "C", "C", "C", "C", "H", "H", "H", "H", "H", "F", "C", "C", "C", "C", "C", "C", "H", "H", "H", "H", "H"], "coordinates": [[-0.22915, 0.37995, 0.17036], [-0.04961, -1.86296, -1.05064], [-0.76412, 2.57466, 1.40844], [-0.43279, -0.98060, 2.15712], [-0.49474, -1.88069, 3.19781], [0.75301, -2.48590, 3.54465], [0.74114, -3.49341, 4.53971], [-0.45031, -3.81974, 5.21322], [-1.64236, -3.08327, 4.95038], [-1.71714, -2.15599, 3.90226], [1.70396, -2.28827, 3.07240], [1.67481, -3.99402, 4.74960], [-0.41626, -4.58092, 5.97863], [-2.56791, -3.27605, 5.47250], [-2.62900, -1.59770, 3.74985], [1.74336, 0.27772, 1.17786], [3.01382, 0.32728, 1.61355], [4.04603, -0.34169, 0.98425], [5.23232, -0.51585, 1.68191], [5.41748, 0.15491, 2.93060], [4.44190, 1.03247, 3.32874], [3.23240, 1.12927, 2.67778], [3.81673, -0.83560, 0.05157], [6.01337, -1.16808, 1.32003], [6.36504, 0.11992, 3.44761], [4.56959, 1.66810, 4.19250], [2.51632, 1.78257, 3.15406], [-1.53665, 1.29547, -1.43986], [-1.85306, 1.42794, -2.71860], [-1.84613, 2.73339, -3.33376], [-2.25632, 2.77666, -4.70035], [-2.54998, 1.57124, -5.36350], [-2.54759, 0.31942, -4.71911], [-2.19675, 0.28221, -3.45295], [-1.67483, 3.66169, -2.80905], [-2.25673, 3.74070, -5.18721], [-2.73565, 1.71433, -6.41775], [-2.79194, -0.55598, -5.30252], [-2.15956, -0.67398, -2.95223], [-2.57264, -0.41357, 0.55417], [-3.79874, -0.89208, 0.22234], [-3.95528, -2.04605, -0.55929], [-5.23078, -2.32482, -1.01937], [-6.29867, -1.73880, -0.44491], [-6.21666, -0.67098, 0.42814], [-4.93470, -0.31441, 0.74876], [-3.06557, -2.55464, -0.90009], [-5.24934, -3.03414, -1.83358], [-7.28217, -1.90676, -0.85834], [-7.04375, -0.10956, 0.83696], [-4.90602, 0.47730, 1.48278], [1.28297, 1.38718, -1.14065], [2.44285, 1.86297, -1.73210], [3.49991, 2.24239, -0.92190], [4.67629, 2.49260, -1.57120], [4.81865, 2.44565, -2.95504], [3.74844, 2.07810, -3.69162], [2.54525, 1.83258, -3.10505], [3.42407, 2.52066, 0.11888], [5.47520, 2.78580, -0.90624], [5.74745, 2.67807, -3.45475], [3.71658, 2.15444, -4.76845], [1.69407, 1.66884, -3.74932]]}